Run one
This record from the OMol25 dataset describes the molecule H4N2. The level of theory is the ωB97M-V functional and the def2-TZVPD basis.

The SMILES is NN.

ORCA input file:
```
! RIJCOSX wB97M-V def2-TZVPD def2/J DEFGRID3
* xyz 0 1
H -0.89 -1.04 0.40
H 0.63 -0.72 1.02
H 0.07 1.31 -0.33
H -0.16 0.00 -1.45
N -0.21 -0.31 0.63
N 0.26 0.37 -0.58
*
```


Run two
This record from the OMol25 dataset describes the molecule H4N2. The level of theory is the ωB97M-V functional and the def2-TZVPD basis.

The SMILES is NN.

ORCA input file:
```
! RIJCOSX wB97M-V def2-TZVPD def2/J DEFGRID3
* xyz 0 1
N 0.71 0.44 -0.05
N -0.70 0.00 0.40
H 1.22 -0.36 -0.34
H 0.58 1.11 -0.71
H -1.09 -0.47 -0.38
H -0.73 -0.71 1.09
*
```


Most stable: run one. Least stable: run two.


Run one
This record from the OMol25 dataset describes the ion C4H11NOS with charge +1. The level of theory is the ωB97M-V functional and the def2-TZVPD basis.

The expectation value of S² is 0.753.

ORCA input file:
```
! RIJCOSX wB97M-V def2-TZVPD def2/J DEFGRID3
* xyz 1 2
C -0.22 -1.63 -1.07
O -1.08 -1.67 -2.18
C -0.38 -0.29 -0.30
C 0.74 -0.14 0.72
C 0.84 1.17 1.45
S -0.61 1.68 2.38
N -0.41 0.79 -1.32
H -0.42 -2.47 -0.45
H 0.81 -1.59 -1.43
H -1.16 -0.76 -2.50
H -1.35 -0.27 0.19
H 0.75 -0.99 1.41
H 1.71 -0.26 0.23
H 1.09 2.00 0.79
H 1.65 1.17 2.20
H -1.19 0.46 2.33
H 0.42 1.38 -1.27
H -1.18 1.42 -1.17
*
```


Run two
This record from the OMol25 dataset describes the ion C4H11NOS with charge +1. The level of theory is the ωB97M-V functional and the def2-TZVPD basis.

The expectation value of S² is 0.755.

ORCA input file:
```
! RIJCOSX wB97M-V def2-TZVPD def2/J DEFGRID3
* xyz 1 2
C -0.28 2.55 -0.59
N -0.35 1.62 0.49
C -0.16 0.18 0.35
C -0.52 -0.28 -1.06
S -0.91 -2.05 -1.10
C 1.26 -0.28 0.85
O 1.63 0.39 2.02
H -0.13 3.53 -0.15
H 0.62 2.38 -1.18
H -1.20 2.64 -1.18
H -1.14 1.81 1.09
H -0.83 -0.24 1.09
H 0.23 -0.08 -1.83
H -1.41 0.21 -1.44
H 0.16 -2.56 -0.46
H 1.16 -1.35 0.99
H 2.00 -0.08 0.09
H 1.07 0.08 2.76
*
```


Most stable: run two. Least stable: run one.